ORCA calculation (ωB97M-V/def2-TZVPD) on the molecule BrH2O2P in a non-equilibrium geometry.

For the orbital gap, the calculation gives 0.381 Ha. Its SMILES is OP(O)Br. The value obtained for the LUMO energy is 0.39 eV. The calculation puts the energy above the lowest of the compared OMol25 structures with the same formula, charge and spin at 0.00 kJ/mol. For the HOMO energy, the calculation gives -9.99 eV.

Each line ends with the natural charge from an NBO analysis.
Positions of all 6 atoms, in Å:
1 O -1.203 0.161 -0.067  -1.005
2 P 0.035 -0.792 0.018  1.389
3 O 1.152 0.342 -0.244  -0.998
4 Br 0.375 -0.860 2.391  -0.405
5 H -1.176 0.896 0.609  0.518
6 H 1.850 0.004 -0.782  0.501

=====

ORCA calculation (ωB97M-V/def2-TZVPD) on a structure of composition C2H4OTb in a non-equilibrium geometry.

Its charge is +3. For the orbital gap (alpha / beta), the calculation gives 0.354 / 0.198 Ha. As for the spin multiplicity: 7. The value obtained for the LUMO energy (alpha / beta) is -15.79 / -17.80 eV. The calculation puts the energy above the lowest of the compared OMol25 structures with the same formula, charge and spin at 210.54 kJ/mol. For the HOMO energy (alpha / beta), the calculation gives -25.43 / -23.18 eV.

Each line ends with the Löwdin spin population.
Positions of all 8 atoms, in Å:
1 O 0.057 -0.337 0.330  0.046
2 Tb -1.121 0.613 -1.466  5.146
3 C 0.972 -0.176 1.109  0.242
4 C 1.337 -0.707 2.363  0.280
5 H 1.018 -1.738 2.534  0.032
6 H 1.255 0.066 3.138  0.012
7 H 2.335 -0.346 0.688  0.155
8 H 2.668 -0.800 1.834  0.087

=====

ORCA calculation (ωB97M-V/def2-TZVPD) on a cluster of 3 separate species, C16H30BF5NO13S2 in total.

Its charge is +1. For the orbital gap, the calculation gives 0.387 Ha. The value obtained for the LUMO energy is -2.62 eV. The calculation puts the energy above the lowest of the compared OMol25 structures with the same formula, charge and spin at 0.00 kJ/mol. For the HOMO energy, the calculation gives -13.16 eV.

Each line ends with the natural charge from an NBO analysis.
Positions of all 68 atoms, in Å:
1 C -1.900 -0.841 -0.229  -0.604
2 C -1.331 -0.944 -1.642  -0.395
3 C -1.021 0.417 -2.284  -0.226
4 C -1.887 0.849 -3.487  -0.047
5 C -3.414 0.887 -3.453  -0.107
6 O -3.871 0.647 -2.136  -0.288
7 O -5.097 -0.075 -2.184  -0.411
8 N -1.257 2.184 -3.776  -0.542
9 C 0.295 2.028 -3.507  0.130
10 O 0.982 2.218 -4.689  -0.683
11 B 0.774 3.189 -2.467  1.147
12 O 1.775 4.049 -2.795  -0.912
13 O 0.132 3.215 -1.261  -0.917
14 C 0.365 0.602 -2.916  -0.223
15 C 1.612 0.436 -2.039  -0.433
16 C 2.258 -0.959 -1.996  -0.390
17 C 2.525 -1.657 -3.332  -0.481
18 C 3.484 -1.005 -4.299  0.613
19 F 3.177 0.309 -4.512  -0.341
20 F 3.373 -1.624 -5.503  -0.320
21 C 4.982 -1.084 -3.929  0.920
22 F 5.193 -0.612 -2.695  -0.314
23 F 5.704 -0.363 -4.779  -0.295
24 F 5.392 -2.348 -3.978  -0.301
25 H -1.152 -0.450 0.458  0.211
26 H -2.768 -0.182 -0.196  0.214
27 H -2.204 -1.827 0.122  0.227
28 H -0.389 -1.487 -1.560  0.216
29 H -1.993 -1.534 -2.284  0.197
30 H -1.176 1.183 -1.515  0.235
31 H -1.586 0.184 -4.301  0.212
32 H -3.783 1.868 -3.786  0.185
33 H -3.832 0.156 -4.147  0.219
34 H -4.801 -0.998 -2.234  0.459
35 H -1.610 2.830 -3.065  0.429
36 H -1.482 2.598 -4.681  0.442
37 H 1.141 1.380 -5.144  0.491
38 H 1.563 4.807 -3.348  0.529
39 H 0.714 3.351 -0.501  0.528
40 H 0.409 -0.042 -3.807  0.197
41 H 1.349 0.686 -1.008  0.251
42 H 2.375 1.152 -2.363  0.223
43 H 1.632 -1.639 -1.417  0.223
44 H 3.176 -0.859 -1.417  0.243
45 H 2.942 -2.644 -3.110  0.254
46 H 1.601 -1.853 -3.881  0.224
47 C 0.925 -0.403 4.457  -0.099
48 C 2.274 -1.046 4.216  -0.103
49 O 2.065 -1.841 3.029  -0.683
50 S 1.036 -1.116 2.070  2.564
51 O 1.733 -0.387 1.061  -0.941
52 O 0.030 -2.045 1.698  -0.907
53 O 0.464 -0.077 3.118  -0.699
54 H 0.220 -1.095 4.910  0.220
55 H 0.980 0.506 5.046  0.227
56 H 2.587 -1.695 5.029  0.230
57 H 3.052 -0.310 4.008  0.197
58 C -3.396 -0.249 7.386  -0.098
59 C -3.333 -1.235 8.536  -0.103
60 O -1.945 -1.610 8.580  -0.683
61 S -1.033 -0.372 8.180  2.560
62 O -0.556 0.296 9.333  -0.883
63 O -0.121 -0.805 7.175  -0.937
64 O -2.183 0.512 7.517  -0.690
65 H -3.391 -0.755 6.419  0.193
66 H -4.244 0.426 7.447  0.220
67 H -3.933 -2.125 8.372  0.221
68 H -3.603 -0.774 9.487  0.204

=====

ORCA calculation (ωB97M-V/def2-TZVPD) on the molecule CH3N2OP in a non-equilibrium geometry.

For the orbital gap (alpha / beta), the calculation gives 0.329 / 0.280 Ha. The value obtained for the LUMO energy (alpha / beta) is 0.39 / 0.22 eV. The calculation puts the energy above the lowest of the compared OMol25 structures with the same formula, charge and spin at 366.93 kJ/mol. For the HOMO energy (alpha / beta), the calculation gives -8.55 / -7.39 eV.

Each line ends with the natural charge from an NBO analysis.
Positions of all 8 atoms, in Å:
1 C 0.447 -1.180 -0.261  -0.085
2 N -0.717 1.085 -1.583  -0.012
3 N -0.678 1.636 -0.563  -0.364
4 O 0.950 -0.036 0.426  -0.789
5 P 0.160 1.193 1.013  1.034
6 H -0.474 -1.511 0.049  0.150
7 H 1.321 -1.782 -0.485  0.175
8 H -1.008 0.594 1.403  -0.109

=====

ORCA calculation (ωB97M-V/def2-TZVPD) on a cluster of 2 separate species, C2H7NOS in total.

For the orbital gap, the calculation gives 0.378 Ha. Its SMILES is CNC=O.S. The value obtained for the LUMO energy is 0.79 eV. The calculation puts the energy above the lowest of the compared OMol25 structures with the same formula, charge and spin at 48.39 kJ/mol. For the HOMO energy, the calculation gives -9.49 eV.

Each line ends with the natural charge from an NBO analysis.
Positions of all 12 atoms, in Å:
1 C 0.989 -0.390 0.690  -0.426
2 N 0.490 -1.438 -0.188  -0.615
3 C 0.104 -1.155 -1.455  0.522
4 O -0.035 -0.032 -1.888  -0.606
5 H 1.986 -0.063 0.390  0.195
6 H 1.021 -0.764 1.711  0.200
7 H 0.301 0.451 0.650  0.231
8 H 0.700 -2.394 0.039  0.390
9 H -0.080 -2.052 -2.069  0.106
10 S -2.064 2.390 0.182  -0.271
11 H -2.265 2.120 1.478  0.134
12 H -1.148 3.327 0.459  0.140

=====

ORCA calculation (ωB97M-V/def2-TZVPD) on a cluster of 11 separate species, C15H52N6O11 in total in a non-equilibrium geometry.

For the orbital gap, the calculation gives 0.348 Ha. Its SMILES is NC(N)=O.NC(N)=O.NC(N)=O.CCO.CCO.CCO.CCO.CO.CO.CO.CO. The value obtained for the LUMO energy is 0.29 eV. The calculation puts the energy above the lowest of the compared OMol25 structures with the same formula, charge and spin at 837.42 kJ/mol. For the HOMO energy, the calculation gives -9.17 eV.

Each line ends with the Mulliken charge.
Positions of all 84 atoms, in Å:
1 N -2.404 -0.084 -2.967  -0.031
2 C -1.505 0.005 -3.920  0.471
3 N -1.379 -1.016 -4.706  -0.418
4 O -0.793 1.130 -4.162  -0.781
5 H -2.685 0.796 -2.546  0.264
6 H -3.036 -0.854 -3.017  0.097
7 H -0.553 -0.821 -5.361  0.331
8 H -1.716 -1.888 -4.344  0.234
9 N -1.360 1.346 5.267  -0.416
10 C -1.095 2.098 4.238  0.615
11 N -1.265 1.473 3.140  0.149
12 O -0.820 3.406 4.377  -0.717
13 H -1.174 1.700 6.225  0.267
14 H -1.472 0.327 5.211  0.182
15 H -0.984 2.009 2.341  -0.262
16 H -1.452 0.457 2.943  0.142
17 N -0.996 -1.022 2.013  0.408
18 C -0.213 -1.980 2.586  0.109
19 N 1.059 -2.029 2.184  0.104
20 O -0.730 -2.976 3.344  -0.781
21 H -2.061 -1.106 2.160  0.422
22 H -0.657 -0.331 1.264  -0.431
23 H 1.593 -2.777 2.651  0.270
24 H 1.570 -1.195 1.927  -0.277
25 C 1.742 -4.631 -3.028  -1.333
26 C 1.678 -3.145 -3.133  -0.077
27 O 0.611 -2.540 -2.586  -0.277
28 H 1.169 -5.113 -3.810  0.321
29 H 1.478 -4.885 -2.046  0.376
30 H 2.830 -4.744 -2.984  0.361
31 H 1.669 -2.861 -4.180  0.370
32 H 2.511 -2.607 -2.686  0.095
33 H 0.752 -1.697 -3.054  0.084
34 C -3.506 1.562 0.253  0.029
35 C -4.030 2.334 -0.958  -0.531
36 O -2.982 2.307 -1.878  -0.605
37 H -2.524 1.965 0.286  -0.091
38 H -3.360 0.408 0.224  -0.289
39 H -3.982 1.865 1.187  0.500
40 H -4.303 3.305 -0.545  0.366
41 H -4.887 1.748 -1.383  0.244
42 H -2.490 3.077 -1.708  0.290
43 C 3.366 -1.239 -0.112  -0.318
44 C 4.335 -0.081 0.085  0.123
45 O 5.643 -0.656 0.163  -0.605
46 H 3.413 -1.835 -1.001  0.209
47 H 2.306 -0.941 -0.044  -0.253
48 H 3.320 -1.880 0.726  0.367
49 H 4.358 0.483 1.008  0.039
50 H 4.321 0.682 -0.713  0.137
51 H 6.005 -1.006 -0.611  0.304
52 C -2.557 -2.937 -0.235  -0.646
53 C -3.960 -2.668 -0.584  -0.209
54 O -4.114 -2.365 -1.946  -0.566
55 H -2.115 -3.761 -0.711  0.483
56 H -2.330 -3.106 0.810  0.383
57 H -1.992 -2.085 -0.453  -0.196
58 H -4.482 -1.770 -0.163  0.174
59 H -4.568 -3.523 -0.133  0.263
60 H -4.908 -1.981 -2.192  0.289
61 C 2.354 1.929 -1.937  -0.775
62 O 2.201 2.701 -0.805  -0.449
63 H 2.345 0.837 -1.794  0.117
64 H 3.292 2.099 -2.429  0.413
65 H 1.558 2.115 -2.744  0.307
66 H 1.970 3.599 -1.024  0.272
67 C 0.684 4.026 1.895  -0.167
68 O 1.619 5.131 1.792  -0.614
69 H 1.085 3.439 2.708  0.135
70 H 0.651 3.505 0.886  -0.149
71 H -0.253 4.356 2.250  0.420
72 H 1.871 5.424 2.656  0.326
73 C 2.396 0.952 2.918  -0.753
74 O 3.376 -0.073 3.184  -0.562
75 H 2.503 1.374 1.897  0.264
76 H 2.599 1.691 3.647  0.444
77 H 1.468 0.592 3.050  0.198
78 H 4.267 0.204 3.437  0.332
79 C -0.296 0.424 -0.521  -0.149
80 O 0.262 0.940 0.597  1.501
81 H -0.118 1.190 -1.315  0.317
82 H -1.409 0.296 -0.540  -0.787
83 H 0.223 -0.487 -0.838  0.357
84 H 1.064 1.390 0.320  -0.756

=====

ORCA calculation (ωB97M-V/def2-TZVPD) on the molecule C5H7NO.

For the orbital gap, the calculation gives 0.326 Ha. Its SMILES is Cc1coc(N)c1. The value obtained for the LUMO energy is 0.99 eV. The calculation puts the energy above the lowest of the compared OMol25 structures with the same formula, charge and spin at 64.96 kJ/mol. For the HOMO energy, the calculation gives -7.87 eV.

Each line ends with the natural charge from an NBO analysis.
Positions of all 14 atoms, in Å:
1 C 1.698 1.468 -0.492  -0.627
2 C 0.649 0.407 -0.340  -0.087
3 C 0.710 -0.881 -0.755  0.047
4 O -0.405 -1.571 -0.360  -0.430
5 C -1.186 -0.693 0.312  0.457
6 N -2.353 -1.194 0.888  -0.829
7 C -0.615 0.538 0.335  -0.377
8 H 2.697 1.022 -0.514  0.220
9 H 1.573 2.061 -1.404  0.219
10 H 1.665 2.161 0.355  0.217
11 H 1.437 -1.449 -1.314  0.200
12 H -2.523 -2.153 0.607  0.382
13 H -2.314 -1.146 1.899  0.380
14 H -1.033 1.430 0.782  0.226